The following is a DFT calculation (wB97M-V/def2-TZVPD) of a 6-piece molecular cluster, C20H54N2O8 overall at a distorted geometry.

Each line ends with the Mulliken charge.
Atoms and positions in Å:
C1 -1.35 0.01 2.88  -0.187
H1 -7.86 3.10 6.69  0.255
H2 -6.39 3.47 6.00  0.274
H3 5.83 -0.73 5.60  0.253
H4 1.80 1.97 -4.62  0.252
H5 -2.18 -0.70 2.94  0.234
H6 -6.05 1.29 5.27  0.313
H7 -8.91 2.13 4.62  0.267
H8 4.16 -7.05 -0.24  0.279
H9 1.02 8.45 0.13  0.307
C2 0.06 8.02 0.39  -0.882
C3 0.17 -5.56 -0.96  -0.660
H10 0.89 2.77 -3.37  0.392
H11 5.58 0.45 -3.06  0.278
H12 6.04 -0.41 3.94  0.216
H13 -8.71 3.83 4.66  0.332
C4 -3.59 -5.16 -0.18  -0.587
H14 -0.72 8.78 0.37  0.325
H15 -0.94 -0.09 5.01  0.243
H16 5.24 -2.38 4.02  0.311
H17 0.51 -4.53 -1.06  0.409
O1 7.84 -0.62 4.94  -0.520
H18 1.17 5.75 -5.35  0.474
H19 0.23 1.95 -7.91  0.350
C5 -2.28 -5.09 -0.99  -0.702
C6 6.49 -0.96 4.76  -0.211
H20 1.73 6.54 1.59  0.293
O2 -6.74 1.47 5.91  -0.514
H21 -1.05 3.08 -8.59  0.274
H22 -1.00 6.93 1.67  0.221
H23 -4.12 -4.21 -0.30  0.382
H24 0.33 4.90 -7.15  0.382
C7 -8.15 2.90 4.70  -0.914
H25 -3.31 -5.11 0.87  0.335
C8 -7.21 2.77 5.88  -0.271
C9 3.44 -7.43 -0.97  -0.724
C10 1.24 -6.47 -0.43  -0.339
H26 4.14 -0.08 -2.22  0.315
H27 -0.30 7.44 -0.46  0.249
H28 5.05 1.12 -1.53  0.315
H29 6.90 -2.81 3.60  0.281
N1 -1.20 -5.85 -0.34  -0.406
O3 -1.93 1.32 2.98  -0.518
O4 -4.40 -6.23 -0.62  -0.302
H30 -6.45 -5.72 -0.63  0.262
C11 -5.70 -6.32 -0.10  -0.752
H31 0.21 -0.95 3.99  0.299
H32 2.80 2.79 -1.88  0.372
H33 2.60 4.62 -3.76  0.234
C12 4.71 0.80 -2.51  -0.792
C13 0.62 4.02 -6.56  -0.535
H34 -5.95 -7.38 -0.08  0.261
H35 2.26 1.22 -2.44  0.331
O5 2.41 -6.42 -1.27  -0.332
C14 2.78 2.13 -2.75  -0.476
N2 2.15 4.06 -4.46  -0.337
H36 -2.38 -5.32 -2.05  0.401
H37 0.30 0.78 4.04  0.322
H38 8.19 -0.19 4.15  0.316
O6 0.86 6.13 1.57  -0.492
C15 1.06 4.66 -5.28  -0.773
H39 4.05 -7.60 -1.86  0.256
H40 0.10 -5.80 -2.02  0.313
H41 1.49 -6.27 0.61  0.300
H42 0.87 -7.49 -0.53  0.250
H43 -1.43 1.71 -7.52  0.254
C16 1.87 2.71 -3.82  -0.727
H44 -2.09 -4.02 -1.02  0.464
C17 -0.70 2.49 -7.74  -0.736
H45 0.14 7.76 2.62  0.306
H46 -1.36 -6.79 -0.67  0.259
H47 1.54 3.59 -6.95  0.355
H48 -0.87 -0.13 1.91  0.228
H49 3.08 -8.41 -0.65  0.307
C18 0.03 7.29 1.64  -0.327
C19 6.27 -2.37 4.38  -0.925
H50 6.12 -3.03 5.24  0.278
H51 0.33 4.66 -4.47  0.426
H52 -1.23 1.98 2.89  0.296
H53 -7.54 2.90 3.79  0.259
H54 -5.72 -6.03 0.95  0.326
O7 4.03 1.80 -3.35  -0.290
C20 -0.40 -0.05 4.06  -0.916
O8 -0.50 3.20 -6.55  -0.338

E_tot in a.u.: -1505.55519
E_HOMO in eV: -8.17
Energy relative to the best compared isomer or geometry (same formula, charge and spin) in eV: 5.010
Molar mass in g/mol: 450.7
LUMO energy in eV: 0.235
Orbital gap in eV: 8.4098

---

The following is a DFT calculation (wB97M-V/def2-TZVPD) of a 12-piece molecular cluster, C20H54NO14 overall at a distorted geometry.

Each line ends with the Mulliken charge.
Atoms and positions in Å:
C1 2.09 -2.00 2.57  0.702
H1 1.95 0.83 -6.91  0.282
H2 -4.68 6.01 3.70  0.263
O1 -2.23 -2.60 1.96  -0.455
H3 -3.29 5.08 -1.93  0.285
H4 -1.38 -3.13 -6.64  0.306
H5 -2.68 -0.62 -5.72  0.306
C2 -0.91 -4.22 -2.94  -0.454
H6 1.96 1.61 1.42  0.114
H7 0.55 4.43 2.37  0.334
H8 -0.07 -2.27 -0.08  -0.030
H9 0.45 0.12 0.52  0.454
H10 0.73 6.79 4.28  0.280
H11 3.01 -2.34 5.86  0.171
H12 0.00 -2.52 -2.67  0.211
H13 1.86 -5.27 2.88  0.415
H14 2.29 -0.91 -6.73  0.279
O2 2.84 -3.59 4.09  -0.623
C3 2.15 -3.41 3.11  0.512
O3 -0.24 -3.26 -2.11  -0.484
H15 -1.81 -3.77 -3.38  0.185
H16 0.25 -0.51 -7.74  0.278
O4 -1.01 -3.68 -7.34  -0.511
H17 -2.32 -2.27 3.80  0.463
C4 1.15 -1.56 1.62  0.273
H18 -0.88 6.17 5.81  0.188
H19 1.68 0.03 -5.35  0.187
O5 2.40 -0.37 6.15  -0.463
H20 4.29 4.61 -0.01  0.313
H21 -1.74 -1.21 -4.32  0.128
C5 -2.70 -1.27 -4.84  -0.503
C6 3.21 -1.50 6.52  -0.472
H22 -4.25 7.49 4.60  0.246
H23 0.00 -3.44 1.36  0.379
C7 2.93 0.22 2.65  -0.627
H24 0.20 3.18 3.59  0.304
C8 -1.43 -2.04 3.20  -0.948
C9 0.07 -2.41 1.01  -0.571
C10 -3.57 5.12 -0.88  -0.581
O6 2.60 3.42 0.07  -0.449
H25 -1.20 -5.06 -2.33  0.302
H26 0.07 -4.79 -5.97  -0.153
H27 4.60 2.86 0.14  0.289
H28 -4.35 5.87 -0.74  0.268
H29 3.75 -1.34 3.81  0.647
O7 1.49 -4.43 2.56  -0.448
H30 -3.37 5.97 4.91  0.232
C11 -3.86 6.58 4.14  -0.556
H31 -0.39 -8.42 -4.01  0.267
C12 1.63 -0.10 -6.43  -0.591
O8 -2.43 5.44 -0.08  -0.431
H32 -0.37 -8.93 -5.72  0.277
H33 -2.12 6.30 -0.37  0.271
H34 0.67 -4.82 -7.65  0.286
H35 4.25 -1.21 6.44  0.234
C13 1.18 -0.23 1.25  -0.525
H36 -0.99 4.47 3.27  0.113
O9 -2.90 -2.62 -5.25  -0.468
C14 3.00 -1.07 3.08  -0.708
O10 0.28 -0.40 -6.78  -0.433
H37 -0.24 -4.55 -3.73  0.146
H38 3.00 -1.78 7.56  0.329
H39 -3.50 -0.96 -4.17  0.290
H40 -1.51 -0.74 1.26  0.577
H41 0.91 -3.36 -6.65  0.075
H42 -3.95 4.15 -0.57  0.221
O11 -0.84 2.99 1.83  -0.458
H43 3.62 0.96 3.06  0.421
C15 -0.24 3.82 2.82  -0.527
H44 -1.60 -0.91 3.33  0.175
H45 0.81 -7.75 -5.13  0.223
C16 -1.24 -1.74 1.61  0.373
O12 0.75 5.87 4.56  -0.444
C17 0.23 -4.19 -6.87  -0.022
H46 0.72 6.41 6.56  0.316
H47 0.15 4.77 6.18  0.232
H48 -2.58 6.14 2.75  0.266
N1 2.05 0.64 1.74  0.372
H49 3.99 3.78 1.53  0.237
H50 1.48 -0.64 6.23  0.279
O13 -2.92 6.95 3.14  -0.467
H51 -1.22 3.57 1.16  0.205
C18 -0.21 -8.09 -5.04  -0.563
H52 -1.98 -7.34 -5.29  0.255
O14 -1.08 -7.02 -5.38  -0.421
C19 0.15 5.81 5.85  -0.536
C20 3.95 3.68 0.45  -0.617
H53 -3.74 -2.67 -5.71  0.257
H54 2.58 3.33 -0.89  0.253

E_tot in a.u.: -1901.96646
Charge: +1
E_HOMO in eV: -11.11
Molar mass in g/mol: 532.6
LUMO energy in eV: -4.263
Orbital gap in eV: 6.8456

---

The following is a DFT calculation (wB97M-V/def2-TZVPD) of C20H55BO14P3Tl as an isolated structure at a distorted geometry.

Each line ends with the Mulliken charge.
Atoms and positions in Å:
H1 2.20 -6.03 4.65  0.295
H2 -0.93 8.79 0.73  0.325
H3 -3.01 -1.79 6.81  0.301
C1 0.48 -4.79 4.77  -0.106
H4 -4.89 0.77 0.75  -0.205
H5 -3.62 -6.36 0.22  0.251
H6 -1.82 -6.69 0.15  0.242
H7 5.40 -2.09 -8.82  0.352
C2 -0.19 -5.21 -7.82  -1.253
H8 -2.73 -7.10 -1.11  0.256
H9 4.11 4.44 3.46  0.297
O1 1.49 -0.71 -8.00  -0.269
H10 1.47 5.00 6.11  0.278
H11 -1.78 8.13 -0.65  0.393
C3 3.25 3.79 3.26  -0.840
H12 3.33 -2.57 8.01  0.429
H13 0.14 -4.96 3.75  0.361
C4 -1.00 6.47 0.58  -0.244
H14 2.93 -3.05 -8.81  0.337
H15 -0.42 0.05 -9.93  0.266
H16 1.46 -5.86 6.29  0.314
O2 1.27 -3.64 4.71  -0.233
C5 -1.52 7.94 0.39  -1.243
H17 -5.96 -0.34 1.65  -0.139
P1 1.23 -1.83 -6.81  0.796
O3 -2.53 -5.01 -0.97  -0.369
H18 -4.27 -0.71 1.52  -0.312
P2 0.61 -2.13 4.69  0.834
H19 -5.32 -0.82 0.11  -0.197
H20 2.23 3.07 1.58  0.354
O4 2.68 -2.58 -6.71  -0.324
H21 -0.31 4.80 6.25  0.296
H22 0.67 -5.33 -8.48  0.304
H23 -0.92 -0.55 7.06  0.184
C6 -4.56 3.62 -4.41  -0.404
C7 2.89 -2.63 7.02  -1.060
C8 0.66 0.47 -8.11  -0.400
H24 3.85 -2.84 6.55  0.312
Tl1 -1.74 -0.46 -1.23  0.898
H25 3.63 2.77 3.31  0.344
O5 -0.12 4.84 3.83  -0.202
P3 0.05 4.81 2.25  0.792
C9 -0.62 0.28 -8.88  -0.930
C10 4.69 -1.98 -7.99  -1.087
O6 -0.68 6.22 1.93  -0.313
H26 1.36 -1.16 7.31  0.125
C11 0.37 5.95 4.57  -0.194
C12 -2.70 -6.31 -0.37  -0.502
H27 -0.35 -4.66 5.46  0.237
H28 -0.70 -3.91 -6.19  0.325
C13 0.49 5.48 5.98  -1.222
C14 3.47 -2.93 -7.88  -0.263
H29 -0.20 6.26 -0.13  0.311
H30 -0.38 6.74 4.50  0.369
H31 -2.53 8.04 0.79  0.318
O7 0.21 -1.62 3.39  -0.685
C15 2.23 -1.29 6.67  -0.108
H32 -2.95 -1.56 5.11  0.317
H33 -3.35 -0.19 6.04  0.373
H34 1.25 6.41 4.13  0.392
H35 -4.90 4.54 -3.95  0.209
C16 -2.71 -1.07 6.06  -1.282
H36 -1.16 1.22 -8.78  0.369
H37 -5.44 2.99 -4.55  0.242
O8 0.75 -1.30 -5.51  -0.651
O9 -0.53 3.58 1.64  -0.700
C17 2.58 4.04 1.92  -0.336
H38 -1.12 -4.93 -8.32  0.295
H39 0.90 -4.61 -6.23  0.301
H40 4.31 -0.96 -7.93  0.248
H41 -1.20 -0.53 -8.45  0.257
O10 0.32 -2.96 -7.59  -0.190
O11 -0.60 -2.14 5.79  -0.271
H42 3.76 -3.95 -7.62  0.371
H43 -0.50 -6.09 -7.26  0.400
H44 0.40 6.31 6.68  0.370
H45 -0.82 -0.16 5.35  0.476
H46 -4.07 3.71 -5.38  0.202
H47 0.70 -6.89 5.04  0.384
C18 1.27 -5.98 5.22  -1.255
H48 2.93 -0.48 6.91  0.340
C19 -1.17 -0.90 6.06  -0.215
H49 2.25 -3.52 7.00  0.192
H50 3.40 4.32 1.25  0.269
B1 -5.11 -0.26 1.00  0.214
H51 1.35 1.20 -8.54  0.305
O12 -3.62 3.02 -3.52  -0.377
H52 5.20 -2.07 -7.03  0.307
H53 2.58 3.90 4.11  0.111
O13 1.75 -1.22 5.34  -0.263
O14 1.61 5.08 2.00  -0.238
H54 -1.77 5.77 0.26  0.314
C20 0.16 -4.08 -6.83  -0.216
H55 0.44 0.94 -7.15  0.344

E_tot in a.u.: -3069.50492
E_HOMO in eV: -7.25
Molar mass in g/mol: 827.8
LUMO energy in eV: -5.541
Orbital gap in eV: 1.7065

---

The following is a DFT calculation (wB97M-V/def2-TZVPD) of a 5-piece molecular cluster, C20H55N5O5 overall at a distorted geometry.

Each line ends with the Mulliken charge.
Atoms and positions in Å:
H1 12.30 6.88 3.87  0.320
H2 12.39 6.42 2.16  0.262
C1 5.29 12.26 4.03  -1.646
H3 8.79 7.26 9.32  0.285
H4 16.80 18.63 3.93  0.096
C2 10.30 11.81 6.33  1.381
H5 15.95 21.28 5.94  0.270
N1 9.85 11.46 7.70  -0.807
N2 12.25 11.31 2.62  -0.743
H6 11.70 9.33 4.33  0.445
H7 9.60 9.75 1.36  0.321
H8 10.80 6.64 3.04  0.296
H9 17.79 16.58 4.20  0.259
C3 11.83 7.01 2.89  -0.773
H10 3.84 16.25 7.77  0.247
H11 16.18 18.83 6.45  0.335
H12 4.47 14.81 4.40  0.348
C4 3.72 15.94 6.74  -0.759
H13 10.25 11.06 3.35  -0.170
H14 6.35 9.12 9.61  0.384
H15 12.98 10.62 2.47  0.356
C5 15.53 18.57 5.60  -0.753
H16 18.03 17.45 5.49  0.231
H17 12.34 11.84 7.13  0.357
H18 5.38 12.92 7.18  0.223
C6 13.47 13.30 5.14  -0.996
C7 7.87 7.72 8.96  0.377
H19 11.17 10.29 0.53  0.304
C8 10.41 10.48 1.28  -1.550
H20 9.51 13.20 4.75  0.512
C9 11.66 12.45 6.52  -1.092
C10 16.24 17.86 4.47  0.876
H21 10.22 8.72 3.62  0.589
O1 7.22 5.67 7.82  -0.328
H22 10.36 10.93 5.69  -0.090
H23 14.84 17.85 6.05  0.294
H24 3.53 13.74 5.50  0.368
H25 6.00 11.43 3.93  0.396
H26 5.44 12.78 3.07  0.429
H27 13.87 13.44 6.15  0.460
H28 8.02 9.62 9.90  0.342
H29 5.88 7.06 8.46  0.330
O2 11.87 8.35 2.50  -0.336
H30 14.24 12.84 4.53  0.318
H31 8.93 13.48 6.39  0.527
H32 4.25 11.92 3.97  0.394
H33 4.89 11.62 6.39  0.272
H34 14.97 16.14 3.78  0.273
H35 16.70 20.50 4.61  0.297
O3 12.27 12.55 5.23  -0.394
H36 5.62 4.42 8.37  0.293
H37 15.30 21.61 4.32  0.264
H38 7.36 8.95 7.51  0.156
H39 5.48 5.35 6.88  0.317
C11 11.17 9.22 3.38  -1.029
C12 4.49 14.24 5.34  -0.925
H40 6.60 13.62 5.10  0.185
C13 5.59 13.21 5.18  0.751
C14 15.40 17.09 3.47  -1.371
H41 3.67 16.80 6.07  0.288
C15 6.82 6.60 8.81  -0.818
H42 8.12 7.64 6.88  0.275
O4 14.84 19.76 5.25  -0.327
H43 9.97 11.46 1.08  0.437
H44 9.97 10.45 7.81  0.327
H45 2.73 15.46 6.71  0.325
H46 13.25 14.32 4.81  0.269
H47 7.15 8.43 10.94  0.410
C16 15.72 20.84 4.96  -0.684
H48 6.63 3.97 6.91  0.240
N3 5.61 12.33 6.38  -0.544
H49 14.60 17.73 3.10  0.336
H50 11.53 13.40 7.04  0.367
H51 8.37 12.11 5.46  0.319
N4 17.29 16.96 5.00  -0.753
H52 12.42 11.72 3.55  0.464
O5 4.79 15.07 6.45  -0.283
H53 16.06 16.89 2.62  0.384
C17 7.34 8.77 9.92  -1.449
H54 6.60 6.06 9.74  0.407
H55 8.83 11.43 7.74  0.245
C18 6.17 4.76 7.49  -0.726
C19 10.97 10.58 2.69  0.972
C20 9.26 12.71 5.69  -1.976
N5 8.14 8.30 7.64  -0.482

E_tot in a.u.: -1444.84864
E_HOMO in eV: -8.60
Energy relative to the best compared isomer or geometry (same formula, charge and spin) in eV: 1.266
Molar mass in g/mol: 445.7
LUMO energy in eV: 0.640
Orbital gap in eV: 9.2430

---

The following is a DFT calculation (wB97M-V/def2-TZVPD) of a 5-piece molecular cluster, C20H55N5O5 overall at a distorted geometry.

Each line ends with the Mulliken charge.
Atoms and positions in Å:
H1 25.28 7.85 -23.43  0.314
N1 20.33 10.92 -29.36  -0.684
H2 9.93 18.55 -21.48  0.244
H3 27.89 8.51 -23.95  0.271
C1 22.82 17.72 -19.55  -0.635
H4 27.67 6.95 -23.87  0.254
C2 25.99 11.57 -24.94  -0.732
H5 23.41 18.51 -19.08  0.246
H6 26.80 11.18 -31.61  0.175
H7 11.06 16.08 -24.43  0.309
N2 27.78 7.70 -24.54  -0.727
C3 13.44 15.21 -24.37  -1.326
C4 25.73 10.99 -31.68  -0.659
H8 28.07 12.56 -31.64  0.296
H9 19.29 17.19 -23.06  0.398
H10 26.64 7.43 -26.13  0.164
H11 25.37 10.00 -31.39  0.234
H12 12.52 17.48 -23.30  0.395
H13 19.14 15.24 -20.63  0.253
H14 25.91 9.67 -26.57  0.435
C5 19.54 11.59 -28.40  0.452
H15 25.03 13.42 -32.18  0.418
H16 20.20 11.17 -30.33  0.315
H17 19.04 11.42 -26.45  0.339
C6 20.23 15.32 -28.86  -0.815
H18 19.30 9.83 -27.13  0.346
H19 10.88 18.04 -20.20  0.243
C7 26.60 15.44 -30.70  -1.460
H20 19.51 17.11 -19.54  0.376
H21 13.49 14.20 -24.78  0.370
C8 19.78 13.06 -28.16  -0.768
H22 12.50 14.48 -22.51  0.385
H23 23.17 17.48 -20.56  0.238
H24 20.74 15.83 -29.68  0.264
H25 27.52 9.82 -25.91  0.522
H26 20.35 14.63 -21.23  0.266
H27 20.30 18.48 -22.46  0.328
H28 18.80 18.14 -21.70  0.277
H29 25.51 11.89 -25.86  0.251
C9 26.52 8.03 -25.24  0.513
O1 21.42 18.05 -19.61  -0.378
H30 19.29 15.80 -28.63  0.335
H31 18.50 11.54 -28.73  0.320
H32 22.81 16.89 -18.86  0.292
C10 10.91 18.10 -21.29  -0.719
C11 25.34 13.30 -31.14  -0.806
C12 19.68 10.85 -27.12  -1.291
H33 19.04 13.47 -27.47  0.352
H34 20.83 16.07 -19.35  0.416
N3 19.69 15.35 -21.47  -0.820
O2 11.04 16.80 -21.88  -0.361
H35 20.77 15.52 -27.94  0.334
H36 25.35 6.42 -24.23  0.404
H37 25.42 11.19 -32.70  0.314
H38 24.67 13.92 -30.55  0.303
C13 20.43 16.60 -21.39  0.808
H39 27.07 11.67 -24.87  0.350
N4 27.99 13.57 -31.62  -0.733
H40 20.68 10.91 -26.67  0.298
H41 14.42 15.41 -23.94  0.360
H42 24.49 7.79 -25.05  0.326
H43 21.40 16.32 -21.81  0.335
C14 25.35 7.49 -24.46  -1.356
C15 26.51 9.46 -25.68  -0.905
H44 10.47 15.19 -23.27  0.366
H45 28.74 13.91 -31.04  0.289
C16 20.51 16.92 -19.94  -0.928
H46 11.73 18.75 -21.56  0.327
H47 21.27 11.28 -29.33  0.220
C17 12.38 15.27 -23.25  0.144
H48 27.54 15.92 -30.43  0.385
O3 25.13 11.90 -30.75  -0.297
H49 26.22 15.96 -31.57  0.308
H50 20.72 13.04 -27.61  0.327
H51 13.16 16.81 -21.88  0.470
N5 11.12 15.15 -24.04  -0.796
C18 19.67 17.65 -22.15  -1.472
H52 27.03 13.59 -29.83  0.215
O4 25.84 10.19 -24.71  -0.320
C19 12.34 16.67 -22.59  -0.695
H53 25.58 12.16 -24.11  0.237
C20 26.79 13.91 -30.85  0.619
O5 19.97 13.95 -29.27  -0.342
H54 25.91 15.59 -29.87  0.395
H55 13.17 15.76 -25.27  0.285

E_tot in a.u.: -1444.75086
E_HOMO in eV: -9.26
Energy relative to the best compared isomer or geometry (same formula, charge and spin) in eV: 3.927
Molar mass in g/mol: 445.7
LUMO energy in eV: 0.366
Orbital gap in eV: 9.6262